C16H21Cl3OReTe | ωB97M-V with the def2-TZVPD basis set

Atoms and positions in Å:
C (-0.628, -1.109, -2.119)
C (-0.335, 0.087, -2.862)
C (-1.131, 1.136, -2.348)
C (0.536, 0.192, -4.056)
C (-1.905, 0.628, -1.280)
C (-1.607, -0.769, -1.133)
C (-2.296, -1.714, -0.218)
C (-0.105, -2.468, -2.406)
C (-1.182, 2.520, -2.872)
C (-2.946, 1.390, -0.551)
Re (0.367, 0.227, -0.556)
Cl (4.168, 2.229, -3.493)
Cl (2.462, -0.252, -1.601)
Cl (1.095, 2.481, -0.589)
H (1.210, -0.651, -4.141)
H (1.140, 1.095, -4.032)
H (-0.087, 0.226, -4.952)
H (-0.213, 2.849, -3.231)
H (-1.509, 3.223, -2.113)
H (-1.887, 2.571, -3.705)
H (-2.608, 2.391, -0.300)
H (-3.233, 0.900, 0.372)
H (-3.832, 1.480, -1.182)
H (-2.562, -1.236, 0.720)
H (-1.670, -2.571, 0.010)
H (-3.211, -2.084, -0.684)
H (0.929, -2.432, -2.732)
H (-0.699, -2.939, -3.192)
H (-0.145, -3.102, -1.526)
O (0.932, -1.253, 0.537)
H (0.475, -1.246, 1.393)
Te (2.600, 0.790, 1.403)
C (1.964, 0.189, 3.327)
C (2.411, -1.039, 3.830)
C (2.109, -1.409, 5.144)
C (1.366, -0.549, 5.959)
C (0.919, 0.678, 5.457)
C (1.221, 1.051, 4.140)
H (3.012, -1.694, 3.212)
H (2.469, -2.352, 5.535)
H (1.147, -0.829, 6.980)
H (0.357, 1.350, 6.091)
H (0.901, 2.014, 3.764)

Calculated values
Expectation value of S²: 3.769
Molecular weight in g/mol: 649.5
Net charge: -2
LUMO (alpha / beta) in eV: 4.439 / 4.384
Spin multiplicity: 4
E_HOMO (alpha / beta) in eV: 0.26 / -0.47